Record 1
The following is a quantum chemistry calculation of C6H10O in the gas phase, from OMol25.

The geometry in XYZ format:
```
17
Properties=species:S:1:pos:R:3:forces:R:3
C -1.965 -0.363 0.405 0.0 0.0 0.0
C -0.890 -0.095 -0.639 -0.1 -0.1 0.0
O -0.566 1.297 -0.594 -0.1 0.0 -0.1
C 0.805 1.516 -0.304 0.4 0.0 0.1
C 1.497 0.162 -0.270 0.0 0.2 -0.1
C 1.120 -0.746 0.864 0.0 0.0 0.2
C 0.414 -0.858 -0.455 -0.1 -0.1 -0.1
H -2.883 0.178 0.152 0.1 -0.1 0.0
H -1.627 -0.008 1.383 -0.1 -0.1 -0.1
H -2.187 -1.431 0.476 0.0 0.1 0.0
H -1.289 -0.322 -1.638 0.1 0.0 0.1
H 1.246 2.171 -1.066 -0.1 -0.1 0.0
H 0.872 2.032 0.661 0.1 0.0 -0.1
H 2.468 0.062 -0.745 -0.2 0.0 0.1
H 0.591 -0.317 1.712 0.1 0.0 -0.2
H 1.812 -1.540 1.126 -0.1 0.1 0.0
H 0.580 -1.739 -1.067 -0.1 0.1 0.1
```
Forces are in eV/Å.

Output
- Total charge: 0
- Highest occupied orbital energy: -9.43 eV
- E_LUMO: 1.116 eV
- Largest force on an atom: 0.4 eV/Å
- Kohn-Sham gap: 10.55 eV

---

Record 2
The following is a quantum chemistry calculation of C6H10O in the gas phase in a non-equilibrium geometry, from OMol25.

The geometry in XYZ format:
```
17
Properties=species:S:1:pos:R:3:forces:R:3
C 1.840 0.546 -0.029 0.2 0.1 0.1
C 0.984 -0.705 0.007 0.0 0.3 -0.1
C -0.142 -0.756 1.096 -0.1 0.0 0.2
C -1.190 -0.352 0.018 0.0 -0.2 0.2
O -2.478 -0.840 -0.048 -0.4 -0.3 0.3
C -0.866 1.004 -0.435 -0.3 -0.4 -0.4
C -0.118 -0.412 -0.988 -0.1 0.9 -0.1
H 2.251 0.694 -1.038 0.2 -0.3 0.2
H 2.654 0.575 0.700 -0.2 0.2 0.1
H 1.055 1.315 0.029 1.5 0.3 0.7
H 1.576 -1.628 -0.088 -0.5 0.2 -0.2
H 0.003 -0.090 1.956 -0.2 -0.1 -0.1
H -0.347 -1.775 1.431 0.1 0.1 0.0
H -3.009 -0.125 0.323 -0.3 -0.3 -0.1
H -1.370 1.470 -1.270 -0.5 -0.4 -0.1
H -0.738 1.743 0.388 1.0 -0.5 -0.8
H -0.105 -0.663 -2.053 -0.3 0.5 0.3
```
Forces are in eV/Å.

Output
- Total charge: 0
- Highest occupied orbital energy: -9.28 eV
- E_LUMO: 0.916 eV
- Largest force on an atom: 1.7 eV/Å
- Kohn-Sham gap: 10.20 eV

---

Record 3
The following is a quantum chemistry calculation of C6H10O as an isolated structure in a non-equilibrium geometry, from OMol25.

The geometry in XYZ format:
```
17
Properties=species:S:1:pos:R:3:forces:R:3
C -1.860 -0.113 1.106 1.1 -1.5 -1.0
C -1.753 1.131 0.419 0.4 0.0 -0.6
C -0.896 -0.870 -0.113 -0.4 1.7 1.0
C 0.637 -1.042 0.100 -0.6 0.2 0.3
C 1.629 -0.689 -1.061 -0.2 0.0 0.0
C 1.622 0.681 -0.379 0.3 0.4 -0.1
O 1.078 0.124 0.824 0.5 0.3 0.4
H -1.293 -0.155 2.037 0.0 -0.2 -0.2
H -2.875 -0.514 1.216 0.5 -0.2 -0.2
H -2.589 1.501 -0.187 0.5 -0.4 -0.1
H -0.986 1.860 0.652 0.1 -0.3 0.0
H -1.078 -0.565 -1.144 -0.8 -0.3 0.1
H 0.944 -1.967 0.627 -0.7 0.4 -0.1
H 2.612 -1.176 -0.963 -0.5 0.0 0.2
H 1.309 -0.765 -2.105 -0.1 0.1 0.3
H 2.570 1.176 -0.164 0.0 0.0 -0.2
H 0.930 1.383 -0.866 0.1 -0.1 0.2
```
Forces are in eV/Å.

Output
- Total charge: 0
- Highest occupied orbital energy (spin up / spin down): -7.70 / -7.92 eV
- E_LUMO (spin up / spin down): 0.457 / 0.544 eV
- Largest force on an atom: 2.1 eV/Å
- Kohn-Sham gap (spin up / spin down): 8.16 / 8.46 eV

---

Record 4
The following is a quantum chemistry calculation of C6H10O as an isolated structure in a non-equilibrium geometry, from OMol25.

The geometry in XYZ format:
```
17
Properties=species:S:1:pos:R:3:forces:R:3
C 1.795 0.491 -0.733 -0.2 -0.4 1.2
C 0.452 0.111 0.151 2.2 0.0 -0.1
C 0.157 -1.379 0.383 0.3 0.0 0.2
C -1.331 -1.134 0.000 0.3 0.1 -0.3
C -0.947 0.302 -0.516 0.9 0.2 -0.4
C -1.114 1.380 0.574 0.2 0.1 -0.1
O 0.209 1.087 1.138 0.2 0.0 0.5
H 2.521 0.383 0.057 0.8 0.1 0.0
H 2.069 -0.186 -1.572 -0.6 0.1 0.7
H 1.860 1.533 -1.121 -0.5 -0.6 0.5
H 0.680 -1.989 -0.361 0.0 0.1 0.2
H 0.394 -1.737 1.386 -0.1 -0.1 -0.1
H -1.986 -1.143 0.894 0.3 0.4 -0.5
H -1.772 -1.845 -0.710 0.2 0.2 0.1
H 0.084 0.481 -1.163 -4.4 0.0 -1.3
H -1.896 1.215 1.342 0.2 -0.2 -0.6
H -1.175 2.429 0.253 0.1 -0.2 0.0
```
Forces are in eV/Å.

Output
- Total charge: 0
- Highest occupied orbital energy: -8.25 eV
- E_LUMO: 1.028 eV
- Largest force on an atom: 4.6 eV/Å
- Kohn-Sham gap: 9.28 eV

---

Record 5
The following is a quantum chemistry calculation of C6H10O as an isolated structure, from OMol25.

The geometry in XYZ format:
```
17
Properties=species:S:1:pos:R:3:forces:R:3
C 2.281 0.149 0.018 0.0 0.0 0.0
C 0.808 -0.090 0.069 0.0 0.0 0.0
C 0.126 -1.171 0.531 0.1 0.0 -0.1
C -1.118 -1.256 -0.175 0.1 0.2 0.0
C -1.477 0.164 -0.581 0.0 0.1 -0.1
C -0.118 0.887 -0.618 0.0 -0.3 -0.2
O -0.054 2.173 -0.028 -0.1 0.1 0.2
H 2.498 1.195 0.258 0.0 -0.1 0.0
H 2.632 -0.018 -1.010 0.0 0.0 0.2
H 2.849 -0.509 0.680 -0.1 0.1 0.0
H 0.566 -1.984 1.106 -0.1 0.1 -0.2
H -2.568 -1.587 1.279 0.1 0.0 0.1
H -2.251 -1.878 0.592 -0.1 -0.1 0.2
H -2.005 0.189 -1.538 0.1 0.0 0.1
H -2.130 0.638 0.161 0.1 -0.1 -0.1
H 0.186 1.041 -1.659 0.0 0.0 0.1
H -0.227 2.057 0.917 0.0 0.1 -0.2
```
Forces are in eV/Å.

Output
- Total charge: 0
- Highest occupied orbital energy: -7.84 eV
- E_LUMO: -0.101 eV
- Largest force on an atom: 0.3 eV/Å
- Kohn-Sham gap: 7.74 eV

---

Record 6
The following is a quantum chemistry calculation of C6H10O in the gas phase, from OMol25.

The geometry in XYZ format:
```
17
Properties=species:S:1:pos:R:3:forces:R:3
C -1.698 -0.020 -1.654 -0.1 0.0 0.0
C -0.730 0.673 -0.689 0.1 0.0 0.0
C -0.314 -0.199 0.459 -0.1 0.0 0.0
C 2.049 0.643 0.422 0.1 0.1 0.0
O -1.331 -0.877 0.951 0.2 0.0 0.1
C 0.987 -0.297 0.968 0.2 -0.2 0.2
C 1.376 -1.266 1.908 -0.4 0.2 -0.2
H -1.966 0.658 -2.470 0.1 -0.1 0.1
H -2.616 -0.323 -1.144 0.1 0.0 -0.1
H -1.239 -0.913 -2.092 -0.1 0.1 0.1
H -1.208 1.564 -0.257 0.1 -0.1 0.0
H 0.162 1.018 -1.216 -0.1 0.0 0.1
H 2.971 0.455 0.975 -0.1 0.0 -0.1
H 2.260 0.482 -0.643 0.0 0.0 0.1
H 1.782 1.700 0.553 0.0 -0.2 0.0
H -0.986 -1.406 1.701 0.0 0.0 -0.1
H 0.504 -1.893 2.231 0.2 0.1 0.0
```
Forces are in eV/Å.

Output
- Total charge: 0
- Highest occupied orbital energy: -7.95 eV
- E_LUMO: -0.413 eV
- Largest force on an atom: 0.5 eV/Å
- Kohn-Sham gap: 7.54 eV

---

Record 7
The following is a quantum chemistry calculation of C6H10O in the gas phase in a non-equilibrium geometry, from OMol25.

The geometry in XYZ format:
```
17
Properties=species:S:1:pos:R:3:forces:R:3
C -0.760 1.617 1.290 0.0 0.0 0.1
C 0.037 1.241 0.070 -0.4 0.0 0.1
O 1.307 0.582 0.306 0.1 0.0 0.0
C 1.116 -0.253 -0.860 0.1 -0.2 -0.3
C 0.861 -1.706 -0.511 0.2 -0.2 0.1
C -0.547 -1.318 -0.018 -0.1 -0.1 0.2
C -0.403 0.043 -0.777 -0.3 -0.2 0.2
H -1.048 0.727 1.854 0.0 0.1 0.0
H -0.198 2.288 1.945 0.0 -0.1 -0.1
H -1.670 2.135 0.963 0.1 -0.1 0.1
H 0.249 2.152 -0.523 -0.3 -0.4 -0.1
H 1.819 0.018 -1.658 -0.3 0.0 0.0
H 1.544 -2.188 0.185 0.1 -0.1 0.0
H 0.799 -2.278 -1.445 0.1 0.0 0.2
H -1.347 -1.984 -0.366 0.1 0.4 0.0
H -0.647 -1.202 1.059 0.2 -0.1 0.0
H -1.175 0.028 -1.530 0.3 0.9 -0.7
```
Forces are in eV/Å.

Output
- Total charge: 0
- Highest occupied orbital energy: -9.54 eV
- E_LUMO: 1.157 eV
- Largest force on an atom: 1.2 eV/Å
- Kohn-Sham gap: 10.69 eV

---

Record 8
The following is a quantum chemistry calculation of C6H10O as an isolated structure, from OMol25.

The geometry in XYZ format:
```
17
Properties=species:S:1:pos:R:3:forces:R:3
C -0.313 -1.491 1.331 -0.1 0.0 0.1
C -0.003 -2.092 0.001 0.0 -0.2 -0.1
C 0.789 -0.901 0.497 0.2 0.1 0.0
C 0.589 0.471 -0.116 0.2 -0.1 0.0
C -0.179 0.418 -1.445 0.1 0.2 0.1
C -0.646 2.245 -0.301 0.1 0.2 0.1
O -0.257 1.327 0.666 0.0 0.0 0.1
H -1.217 -0.897 1.427 0.1 -0.1 -0.1
H -0.023 -2.033 2.226 0.0 0.1 -0.1
H 0.505 -3.051 -0.032 -0.1 0.2 0.0
H -0.708 -1.909 -0.804 0.1 0.0 0.1
H 1.804 -1.101 0.830 -0.2 0.0 -0.1
H 1.573 0.972 -0.176 -0.1 -0.1 0.0
H 0.501 0.735 -2.261 -0.2 0.0 0.1
H -0.989 1.594 -1.232 0.0 -0.1 -0.2
H 0.142 2.953 -0.593 -0.1 -0.1 0.0
H -1.569 2.758 -0.018 0.1 -0.1 -0.1
```
Forces are in eV/Å.

Output
- Total charge: 0
- Highest occupied orbital energy: -8.43 eV
- E_LUMO: 0.105 eV
- Largest force on an atom: 0.3 eV/Å
- Kohn-Sham gap: 8.53 eV

---

Record 9
The following is a quantum chemistry calculation of C6H10O in the gas phase, from OMol25.

The geometry in XYZ format:
```
17
Properties=species:S:1:pos:R:3:forces:R:3
C 0.279 -0.213 -1.750 0.0 0.0 -0.1
C -0.624 -0.528 -0.564 -0.1 0.0 -0.1
C 0.025 -1.445 0.501 0.1 -0.1 0.0
C 0.195 -0.231 1.419 -0.2 -0.2 0.3
O 1.272 0.672 1.088 0.1 -0.1 0.0
C 0.342 1.632 0.546 -0.1 0.2 -0.2
C -0.766 0.588 0.529 -0.2 0.1 0.0
H -0.191 0.494 -2.443 0.1 -0.1 0.1
H 0.497 -1.130 -2.308 -0.1 0.1 0.1
H 1.238 0.202 -1.420 -0.2 -0.1 -0.1
H -1.584 -0.915 -0.925 0.1 0.2 0.1
H -0.719 -2.109 0.958 0.1 0.1 -0.1
H 0.884 -2.046 0.183 0.0 0.2 0.2
H 0.100 -0.356 2.503 0.0 0.0 -0.2
H 0.685 2.066 -0.400 -0.1 -0.1 0.1
H 0.147 2.446 1.260 0.1 -0.1 -0.1
H -1.778 0.872 0.825 0.2 0.0 -0.1
```
Forces are in eV/Å.

Output
- Total charge: 0
- Highest occupied orbital energy: -9.47 eV
- E_LUMO: 1.101 eV
- Largest force on an atom: 0.4 eV/Å
- Kohn-Sham gap: 10.57 eV

---

Record 10
The following is a quantum chemistry calculation of a 2-piece molecular cluster, C6H10O overall, from OMol25.

The geometry in XYZ format:
```
17
Properties=species:S:1:pos:R:3:forces:R:3
O 1.699 -1.113 0.916 0.0 0.0 0.0
C 1.709 -0.633 -0.186 0.3 -0.5 -0.1
C 0.514 -0.213 -0.983 0.3 0.5 -0.1
C 0.642 1.320 -0.794 -0.7 0.1 -0.4
C -0.410 1.773 -0.127 -0.1 0.1 -0.1
C -1.370 0.699 0.278 -0.3 0.0 0.2
C -0.853 -0.575 -0.390 0.0 -0.1 0.1
H 2.673 -0.381 -0.672 0.0 0.0 0.0
H 0.599 -0.543 -2.025 0.3 0.2 0.1
H 1.464 1.966 -1.117 -0.2 -0.5 -0.1
H -0.585 2.816 0.103 0.1 0.0 0.1
H -2.393 0.878 -0.056 0.0 0.3 0.2
H -1.376 0.610 1.367 -0.1 0.0 0.0
H -0.758 -1.386 0.326 0.1 -0.1 0.0
H -1.589 -0.898 -1.135 0.5 0.0 -0.1
H 0.316 -2.141 2.121 -0.2 -0.1 0.1
H -0.298 -2.471 2.393 0.0 0.0 0.1
```
Forces are in eV/Å.

Output
- Total charge: 0
- Highest occupied orbital energy: -9.32 eV
- E_LUMO: 1.049 eV
- Largest force on an atom: 0.8 eV/Å
- Kohn-Sham gap: 10.36 eV

---

Record 11
The following is a quantum chemistry calculation of a 2-piece molecular cluster, C6H10O overall, from OMol25.

The geometry in XYZ format:
```
17
Properties=species:S:1:pos:R:3:forces:R:3
C 1.361 -0.972 1.658 0.0 0.0 0.0
C 0.433 -0.800 0.468 0.1 -0.1 0.1
C -1.025 -0.336 0.754 -0.1 0.0 0.1
C -0.864 0.605 -0.419 0.1 -0.2 0.0
C -1.866 0.948 -1.454 -0.3 0.0 0.5
O -1.570 1.862 -0.580 -0.1 0.0 0.0
C 0.641 0.448 -0.439 0.1 0.1 -0.1
H 1.371 -0.068 2.279 0.0 -0.1 -0.1
H 1.044 -1.810 2.289 0.0 0.1 -0.1
H 2.389 -1.168 1.333 -0.1 0.0 0.0
H 0.424 -1.710 -0.142 0.0 0.2 0.1
H -1.823 -1.083 0.694 0.1 0.1 0.0
H -1.102 0.207 1.703 0.0 -0.1 -0.1
H -0.494 1.199 -3.558 0.2 0.0 -0.2
H -1.183 1.109 -3.282 0.2 0.0 -0.3
H 1.135 1.265 0.102 -0.1 -0.1 -0.1
H 1.128 0.305 -1.407 -0.1 0.0 0.1
```
Forces are in eV/Å.

Output
- Total charge: 0
- Highest occupied orbital energy: -9.25 eV
- E_LUMO: 0.808 eV
- Largest force on an atom: 0.6 eV/Å
- Kohn-Sham gap: 10.06 eV

---

Record 12
The following is a quantum chemistry calculation of a 2-piece molecular cluster, C6H10O overall in a non-equilibrium geometry, from OMol25.

The geometry in XYZ format:
```
17
Properties=species:S:1:pos:R:3:forces:R:3
C -3.441 0.392 -0.194 1.4 -0.6 0.8
C -2.837 -0.476 0.589 -0.3 -1.1 2.6
C -2.737 -1.146 1.923 0.3 1.7 -2.9
O -1.839 -1.367 0.718 -0.5 0.1 0.9
H -2.897 0.677 -1.051 -0.1 0.4 -1.2
H -4.105 1.020 0.336 -0.9 0.6 -0.1
H -2.369 -0.621 2.783 0.6 0.1 0.0
H -3.381 -1.945 2.080 -0.9 -1.4 0.4
C 2.221 0.293 0.622 0.1 0.7 1.9
C 0.928 0.311 0.470 1.0 -0.9 -1.7
C 0.288 -0.040 -0.801 -0.9 1.1 -0.2
H 2.661 0.594 1.570 0.2 -0.2 -0.2
H 2.789 -0.034 -0.172 1.7 -0.4 -1.5
H 0.372 0.467 1.294 -2.2 1.0 2.6
H 0.977 -0.537 -1.426 0.5 -1.6 -0.5
H 0.223 0.856 -1.404 -0.7 0.8 0.0
H -0.705 -0.467 -0.659 0.7 -0.1 -0.6
```
Forces are in eV/Å.

Output
- Total charge: 0
- Highest occupied orbital energy: -9.33 eV
- E_LUMO: 0.963 eV
- Largest force on an atom: 3.6 eV/Å
- Kohn-Sham gap: 10.30 eV

---

Copy entry 4 word for word.
The following is a quantum chemistry calculation of C6H10O as an isolated structure in a non-equilibrium geometry, from OMol25.

The geometry in XYZ format:
```
17
Properties=species:S:1:pos:R:3:forces:R:3
C 1.795 0.491 -0.733 -0.2 -0.4 1.2
C 0.452 0.111 0.151 2.2 0.0 -0.1
C 0.157 -1.379 0.383 0.3 0.0 0.2
C -1.331 -1.134 0.000 0.3 0.1 -0.3
C -0.947 0.302 -0.516 0.9 0.2 -0.4
C -1.114 1.380 0.574 0.2 0.1 -0.1
O 0.209 1.087 1.138 0.2 0.0 0.5
H 2.521 0.383 0.057 0.8 0.1 0.0
H 2.069 -0.186 -1.572 -0.6 0.1 0.7
H 1.860 1.533 -1.121 -0.5 -0.6 0.5
H 0.680 -1.989 -0.361 0.0 0.1 0.2
H 0.394 -1.737 1.386 -0.1 -0.1 -0.1
H -1.986 -1.143 0.894 0.3 0.4 -0.5
H -1.772 -1.845 -0.710 0.2 0.2 0.1
H 0.084 0.481 -1.163 -4.4 0.0 -1.3
H -1.896 1.215 1.342 0.2 -0.2 -0.6
H -1.175 2.429 0.253 0.1 -0.2 0.0
```
Forces are in eV/Å.

Output
- Total charge: 0
- Highest occupied orbital energy: -8.25 eV
- E_LUMO: 1.028 eV
- Largest force on an atom: 4.6 eV/Å
- Kohn-Sham gap: 9.28 eV